Formula: C24H27F5N7O2SSeTa
Source: the OMol25 dataset
Level of theory: ωB97M-V/def2-TZVPD

Atoms and positions in Å:
Ta 0.454 0.765 0.238
N 0.828 0.011 2.727
C 0.582 -1.441 2.756
C -0.919 -1.711 2.915
C -1.370 -3.168 2.815
C -0.796 -4.131 3.851
N 0.515 -4.626 3.431
C 1.117 -5.684 3.946
N 2.249 -6.130 3.392
N 0.615 -6.309 5.012
C 1.096 -1.982 1.430
O 1.522 -3.115 1.320
O 1.035 -1.131 0.444
H 1.798 0.217 2.953
H 0.263 0.490 3.426
H 1.132 -1.942 3.555
H -1.456 -1.134 2.157
H -1.228 -1.300 3.882
H -1.182 -3.568 1.815
H -2.453 -3.171 2.935
H -1.475 -4.980 3.952
H -0.722 -3.638 4.826
H 0.962 -4.161 2.635
H 2.573 -5.744 2.521
H 2.746 -6.917 3.771
H -0.189 -5.950 5.495
H 1.038 -7.146 5.373
S 2.352 2.466 1.101
C 3.200 1.661 -0.098
N 4.515 1.822 -0.391
C 5.136 1.084 -1.345
C 4.437 0.139 -2.032
C 3.076 0.009 -1.732
N 2.491 0.762 -0.820
H 5.032 2.521 0.131
H 6.184 1.296 -1.507
H 4.905 -0.469 -2.790
H 2.446 -0.705 -2.250
F -3.836 4.895 -2.782
C -3.308 4.209 -1.780
C -4.127 3.611 -0.837
F -5.444 3.724 -0.938
C -3.568 2.888 0.205
F -4.375 2.307 1.090
C -2.198 2.741 0.324
Se -1.355 1.740 1.708
C -1.414 3.356 -0.631
F -0.051 3.203 -0.559
C -1.930 4.082 -1.679
F -1.130 4.642 -2.583
C 0.465 1.693 -3.675
C -0.862 0.994 -3.561
C -1.703 0.895 -4.659
C -2.928 0.256 -4.566
C -3.322 -0.312 -3.365
C -2.512 -0.241 -2.242
C -2.967 -0.843 -0.940
C -1.277 0.425 -2.345
N -0.510 0.576 -1.201
H 0.684 1.921 -4.717
H 1.269 1.065 -3.291
H 0.486 2.633 -3.117
H -1.393 1.328 -5.603
H -3.573 0.195 -5.433
H -4.276 -0.821 -3.298
H -3.602 -1.709 -1.125
H -3.549 -0.127 -0.352
H -2.121 -1.159 -0.328

Cartesian forces (eV/Å) of the 6 atoms listed first:
Ta 0.2 -0.2 1.1
N -0.1 0.0 0.0
C 0.0 0.1 0.0
C 0.0 0.0 0.0
C 0.0 0.0 0.0
C 0.0 0.0 0.0

## Properties
* HOMO-LUMO gap: 5.8 eV
* energy relative to the best compared isomer or geometry (same formula, charge and spin): 6.0 kcal per mole
* charge: +2

Results of the natural (NBO) charge analysis, in e, for atoms 1 through 5: 1.718 -0.829 -0.172 -0.409 -0.416